Formula: C19H20F3NO
Source: OMol25
Level of theory: ωB97M-V/def2-TZVPD

The LUMO energy is 0.727 eV. As for the SMILES: FC(F)(F)c1ccc(O[C@H](c2ccccc2)N2CCCCC2)cc1. As for the frontier orbital gap: 9.5 eV. As for the max |F|: 3.06 eV/A. The total charge is 0. The calculation puts the HOMO energy at -8.807 eV.

Each line ends with the Mulliken charge.
Cartesian coordinates (Å):
F: 1.757536 -0.922236 3.680055  -0.27
C: 1.444241 0.190461 2.942993  0.90
F: 1.753051 1.271635 3.722321  -0.26
F: 2.309376 0.215871 1.876668  -0.25
C: -0.004391 0.166265 2.472443  0.03
C: -0.718220 1.344429 2.244721  -0.68
C: -2.053601 1.296230 1.813546  -0.71
C: -2.663515 0.052089 1.582221  0.55
O: -4.034963 -0.125513 1.342825  -0.49
C: -4.519961 -0.658827 0.175023  0.22
C: -4.280443 0.383380 -0.877884  0.33
C: -5.315866 1.279941 -1.015429  -0.54
C: -5.315957 2.080177 -2.153358  -0.77
C: -4.130714 2.167681 -2.901659  -0.54
C: -2.971516 1.467127 -2.533245  -0.67
C: -3.033676 0.529679 -1.495547  -0.46
N: -5.960264 -0.950321 0.381602  0.38
C: -6.249675 -1.929932 1.435425  -0.88
C: -7.741872 -2.005292 1.798003  -0.71
C: -8.673047 -2.182247 0.591624  -0.73
C: -8.242086 -1.267251 -0.560954  -0.76
C: -6.724578 -1.321020 -0.822007  -0.75
C: -1.932152 -1.115718 1.755941  0.17
C: -0.620418 -1.055205 2.224144  -0.94
H: -0.227474 2.295338 2.442872  0.39
H: -2.579991 2.244536 1.646593  0.43
H: -3.998782 -1.584611 -0.124652  0.45
H: -6.172674 1.179576 -0.334063  0.53
H: -6.218792 2.637247 -2.402195  0.41
H: -4.090294 2.892155 -3.717968  0.36
H: -2.019791 1.653306 -3.039199  0.39
H: -2.198293 -0.129769 -1.232765  0.46
H: -5.671014 -1.718058 2.335287  0.36
H: -5.926643 -2.937116 1.109642  0.41
H: -8.016056 -1.058995 2.288129  0.30
H: -7.914118 -2.828437 2.511006  0.35
H: -8.709673 -3.235167 0.265282  0.32
H: -9.699595 -1.920852 0.875569  0.33
H: -8.746633 -1.569675 -1.487294  0.39
H: -8.545038 -0.226346 -0.330394  0.25
H: -6.492426 -0.600985 -1.608145  0.46
H: -6.419054 -2.325961 -1.174713  0.41
H: -2.417099 -2.070617 1.561573  0.40
H: -0.092642 -1.980500 2.392391  0.40

Cartesian forces (eV/Å) of the 6 atoms listed first:
-0.238 0.922 -0.686
0.396 -0.078 0.124
-0.391 -0.842 -0.751
-0.616 -0.022 0.911
0.068 0.139 0.109
-0.183 -0.307 0.051

Formula: C23H27CoN3O6S3
Source: OMol25
Level of theory: ωB97M-V/def2-TZVPD

Its expectation value of S² is 6.019. The LUMO energy (alpha / beta) is -2.873 / -6.244 eV. As for the spin multiplicity: 5. As for the frontier orbital gap (alpha / beta): 9.2 / 5.7 eV. As for the max |F|: 3.22 eV/A. The total charge is +1. The calculation puts the HOMO energy (alpha / beta) at -12.023 / -11.988 eV. Its energy above the lowest of the compared OMol25 structures with the same formula, charge and spin is 2.274 eV.

Each line ends with the Mulliken charge.
Cartesian coordinates (Å):
Co: 0.776067 -1.342265 -1.234093  0.82
O: -1.917998 -2.752881 -6.419166  -0.49
C: -1.390291 -2.356813 -5.253404  0.86
C: -1.580388 -1.051346 -4.802829  -0.44
C: -0.986234 -0.754028 -3.604402  0.20
N: -0.137580 -1.580649 -3.019245  0.24
C: 0.002711 -2.851042 -3.418114  0.45
C: -0.603943 -3.303115 -4.544453  -0.69
C: 0.867283 -3.716475 -2.554046  0.32
O: 0.855846 -4.941828 -2.749705  -0.67
O: 1.442639 -3.106281 -1.571771  -0.62
C: -1.252964 0.567001 -2.973971  -0.31
O: -1.881436 1.454763 -3.483550  -0.62
O: -0.738059 0.579511 -1.729218  -0.16
H: -2.599237 -2.170878 -6.716184  0.32
H: -2.257668 -0.338011 -5.340016  0.44
H: -0.361834 -4.268103 -4.884332  0.64
C: 0.098296 -0.948536 3.018658  -1.13
S: -0.737748 -1.289838 0.556592  0.26
C: -1.252769 -2.940381 1.012517  -1.16
H: -0.167552 -1.840805 3.557773  0.38
H: -0.768155 -0.279645 2.898048  0.48
H: 0.906540 -0.455291 3.556738  0.37
H: -0.408772 -3.533470 0.966450  0.38
H: -2.043626 -3.368054 0.299662  0.40
H: -1.719255 -2.837819 1.990900  0.42
S: -1.102027 4.427682 3.962177  -0.12
C: -1.218631 3.530587 2.454445  0.12
C: -2.141651 3.950910 1.494161  -0.49
C: -2.274968 3.265669 0.331851  -0.54
N: -1.496175 2.223698 0.062822  0.06
C: -0.634515 1.786710 0.916432  0.10
C: -0.492607 2.393469 2.127292  -0.84
C: -1.448696 2.913393 4.775734  0.62
C: -2.766221 2.440342 4.782949  -0.36
C: -2.959813 1.246729 5.402179  -0.54
N: -2.029944 0.377522 5.737503  -0.64
C: -0.794790 0.799727 5.555861  -0.55
C: -0.405374 2.089558 5.166739  -0.41
H: -2.772791 4.849607 1.574233  0.41
H: -2.990628 3.512884 -0.463338  0.46
H: -0.037570 0.957197 0.663916  0.50
H: 0.311680 2.027948 2.730223  0.62
H: -3.588445 3.052097 4.475690  0.46
H: -3.937831 0.952204 5.503068  0.50
H: 0.017142 0.052507 5.720396  0.51
H: 0.569181 2.508132 5.085377  0.63
C: 3.982654 -1.404076 0.409814  -1.14
C: 3.897720 -0.443365 -0.776616  -0.51
S: 2.298685 0.464350 -0.781471  -0.07
O: 0.535580 -1.199930 1.659164  -0.30
C: 2.462034 1.485319 -2.264200  -0.42
C: 2.761179 0.727159 -3.506785  -1.13
H: 5.063353 -1.580005 0.687969  0.38
H: 3.542698 -2.346745 0.196774  0.28
H: 3.451995 -0.972792 1.239492  0.24
H: 4.042047 -1.013514 -1.649688  0.38
H: 4.635245 0.361420 -0.747479  0.52
H: 3.264796 2.229532 -2.074021  0.51
H: 1.497588 2.110266 -2.344381  0.22
H: 3.695028 0.136644 -3.485382  0.33
H: 2.902909 1.485204 -4.317619  0.40
H: 2.017315 0.028262 -3.864093  0.14

Cartesian forces (eV/Å) of the 6 atoms listed first:
0.026 0.395 -0.261
0.712 -1.089 0.449
0.231 -0.717 -0.650
-1.006 -0.102 -0.282
0.207 0.239 -1.054
-0.215 -0.119 1.325

Formula: C48H120AsF6N6O6
Source: OMol25
Level of theory: ωB97M-V/def2-TZVPD

The LUMO energy is -9.101 eV. As for the frontier orbital gap: 9.2 eV. As for the max |F|: 3.45 eV/A. The total charge is +5. The calculation puts the HOMO energy at -18.307 eV. Its energy above the lowest of the compared OMol25 structures with the same formula, charge and spin is 3.135 eV.

Each line ends with the Mulliken charge.
Cartesian coordinates (Å):
As: 16.539193 -16.087871 24.241171  2.23
F: 17.988060 -16.594067 23.394806  -0.48
F: 17.176215 -14.482771 24.450444  -0.50
F: 14.940491 -15.561839 24.924411  -0.65
F: 15.775342 -17.657532 23.892300  -0.37
F: 17.111227 -16.497220 25.809291  -0.30
F: 15.787392 -15.609140 22.720804  -0.56
C: 19.090868 -20.640541 18.746228  -1.41
C: 18.564354 -20.337400 20.166711  -0.25
N: 17.224888 -19.623759 20.190947  0.50
C: 16.952099 -19.437431 21.692765  -1.81
C: 17.446772 -18.260243 19.527784  -0.26
C: 16.318946 -17.296332 19.538047  -1.44
C: 16.102191 -20.501128 19.604287  -0.51
C: 14.665577 -20.184515 20.065221  -0.91
O: 14.490960 -20.813462 21.319196  -0.12
C: 13.081845 -20.934995 21.560606  -0.95
H: 18.310396 -20.828765 18.009944  0.31
H: 19.828429 -21.439786 18.718361  0.42
H: 19.616536 -19.762084 18.363480  0.43
H: 19.319674 -19.738926 20.658020  0.16
H: 18.398360 -21.318109 20.609565  0.45
H: 16.730930 -20.458067 21.997643  0.53
H: 16.023659 -18.893970 21.817044  0.53
H: 17.814797 -18.983242 22.167070  0.51
H: 17.798608 -18.508227 18.524368  0.53
H: 18.374445 -17.895813 19.975895  0.42
H: 15.844739 -17.154361 20.511593  0.19
H: 15.478367 -17.670315 18.939841  0.41
H: 16.488451 -16.334314 19.058802  0.45
H: 16.399616 -21.499367 19.924592  0.36
H: 16.272655 -20.471605 18.529637  0.52
H: 13.999658 -20.514903 19.264132  0.60
H: 14.540761 -19.098868 20.022902  0.30
H: 12.783442 -21.146827 22.588732  0.19
H: 12.752503 -21.778404 20.950771  0.37
H: 12.556624 -20.003734 21.335150  0.43
C: 14.215948 -19.818852 25.454651  -1.02
C: 15.436809 -20.751985 25.446973  -1.44
N: 15.822233 -21.377803 26.772991  0.79
C: 17.069858 -22.229966 26.433074  -0.82
C: 16.265737 -20.300396 27.728069  -0.72
C: 17.439502 -19.454331 27.300006  -0.67
C: 14.716772 -22.236685 27.368714  -0.64
C: 14.160264 -23.325282 26.504225  -0.72
O: 15.151486 -24.058050 25.845507  -0.25
C: 14.767322 -25.304624 25.262773  -0.86
H: 14.606517 -18.828128 25.706063  0.02
H: 13.528152 -20.074414 26.255485  0.25
H: 13.882865 -19.721305 24.426112  0.29
H: 16.294339 -20.389873 24.878062  0.95
H: 15.221999 -21.602208 24.789772  0.68
H: 17.985617 -21.645633 26.439303  0.20
H: 16.916969 -22.528588 25.404319  0.47
H: 17.128929 -23.020146 27.172364  0.27
H: 16.389116 -20.755751 28.710336  0.43
H: 15.418195 -19.619782 27.843285  0.42
H: 17.711801 -18.632118 27.962459  -0.14
H: 17.368035 -18.968014 26.325627  0.10
H: 18.400633 -19.975536 27.267623  0.46
H: 13.850027 -21.622720 27.606757  0.33
H: 15.160594 -22.715918 28.241605  0.54
H: 13.415421 -22.924081 25.805294  0.38
H: 13.548525 -23.892454 27.217923  0.54
H: 15.070061 -25.343697 24.220023  0.26
H: 13.713339 -25.559706 25.385948  0.37
H: 15.268566 -26.108510 25.806430  0.30
C: 24.240707 -17.686396 24.651543  -1.24
C: 23.408754 -17.954526 23.418708  -0.33
N: 22.947322 -19.439250 23.370088  0.07
C: 22.106480 -19.598381 22.139362  -1.27
C: 24.220298 -20.291425 23.202262  -0.32
C: 23.948804 -21.773812 22.996970  -1.25
C: 22.123686 -19.830018 24.591327  -1.18
C: 20.963177 -18.876712 24.961227  0.64
O: 21.447716 -17.698639 25.497522  -0.30
C: 20.561066 -16.647011 25.816620  -0.88
H: 25.215704 -18.171190 24.673179  0.35
H: 23.726971 -17.906664 25.585763  0.28
H: 24.488833 -16.638373 24.836093  0.42
H: 23.864816 -17.805629 22.439540  0.56
H: 22.533230 -17.311469 23.331948  0.35
H: 22.702482 -19.165780 21.337257  0.49
H: 21.182880 -19.045714 22.288155  0.39
H: 21.903383 -20.642086 21.913342  0.47
H: 24.712323 -20.165481 24.163472  0.47
H: 24.793983 -19.863907 22.384906  0.40
H: 23.860613 -21.974495 21.927735  0.38
H: 23.077073 -22.145318 23.529616  0.30
H: 24.836756 -22.335192 23.285091  0.42
H: 22.825528 -19.863964 25.423939  0.57
H: 21.809173 -20.863140 24.463640  0.46
H: 20.420187 -19.479994 25.705438  -0.11
H: 20.197097 -18.748530 24.186951  -0.10
H: 21.218127 -15.793651 25.972075  0.44
H: 19.981935 -16.761918 26.741677  0.22
H: 19.813568 -16.392325 25.056122  0.25
C: 16.114130 -14.086806 32.231798  -1.08
C: 17.411674 -14.879561 32.253969  -0.51
N: 17.372246 -16.383228 31.964728  0.30
C: 18.767569 -16.881597 31.861007  -1.10
C: 16.673396 -17.004599 33.163622  -0.47
C: 16.895240 -18.503020 33.395410  -1.31
C: 16.686729 -16.691534 30.663890  -1.30
C: 17.178749 -16.096635 29.363220  0.11
O: 17.228061 -14.687261 29.374147  -0.40
C: 16.727994 -14.003677 28.234243  -0.23
H: 16.231575 -13.022397 32.436061  0.45
H: 15.438477 -14.389490 33.037195  0.41
H: 15.576641 -14.141247 31.285796  0.05
H: 18.027497 -14.814794 33.148148  0.69
H: 18.043398 -14.471752 31.463092  0.43
H: 19.327809 -16.364951 31.088376  0.35
H: 18.705953 -17.955624 31.703557  0.47
H: 19.230095 -16.754943 32.840325  0.42
H: 15.633788 -16.674260 33.173606  0.39
H: 17.015258 -16.432585 34.028203  0.47
H: 16.297203 -18.752662 34.273296  0.42
H: 17.929557 -18.787914 33.554716  0.37
H: 16.435166 -19.138475 32.635329  0.34
H: 15.663089 -16.318920 30.767570  0.37
H: 16.520657 -17.763451 30.547581  0.57
H: 16.440722 -16.334204 28.584244  0.28
H: 18.076730 -16.557928 28.939007  0.13
H: 17.049705 -12.978819 28.403754  0.43
H: 15.659980 -14.227700 28.131926  -0.14
H: 17.122902 -14.242007 27.239169  0.10
C: 8.664799 -13.163395 28.373803  -1.37
C: 10.056187 -12.863981 28.931959  -0.15
N: 10.996147 -14.048854 28.878141  0.38
C: 10.370462 -15.261453 29.540408  -1.10
C: 11.308795 -14.514241 27.431559  -0.63
C: 12.603426 -15.332298 27.250217  -1.36
C: 12.269506 -13.730923 29.666238  -0.48
C: 12.737208 -12.289381 29.509501  -1.06
O: 12.917569 -11.994319 28.118890  0.11
C: 13.762767 -10.862189 27.939699  -0.71
H: 8.683293 -13.462577 27.325435  0.32
H: 8.077628 -12.242991 28.389508  0.44
H: 8.023935 -13.860058 28.914658  0.38
H: 10.027309 -12.461453 29.941095  0.43
H: 10.467366 -12.113411 28.259308  0.14
H: 10.035032 -15.001609 30.539389  0.40
H: 11.140845 -16.031841 29.565003  0.42
H: 9.615475 -15.675077 28.878462  0.43
H: 11.530334 -13.568735 26.937024  0.38
H: 10.383617 -14.975973 27.109554  0.78
H: 12.604791 -15.931933 26.339461  0.47
H: 12.609743 -16.116042 28.015347  0.51
H: 13.507641 -14.732570 27.253133  -0.05
H: 13.076312 -14.377893 29.335122  0.12
H: 12.000881 -13.984002 30.690320  0.40
H: 13.678956 -12.233248 30.061443  0.58
H: 12.078130 -11.546183 29.955269  0.46
H: 14.763323 -10.892058 28.382449  0.30
H: 13.344499 -9.968294 28.413615  0.35
H: 13.835730 -10.717911 26.865561  0.03
C: 12.828318 -9.746151 24.493358  -1.70
C: 12.422537 -11.184850 24.369141  0.47
N: 13.241587 -12.037088 23.385168  0.16
C: 14.641769 -12.134924 23.861260  -0.97
C: 12.616766 -13.407858 23.276667  0.23
C: 13.280336 -14.276403 22.196140  -1.55
C: 13.249713 -11.325641 22.036897  -0.80
C: 11.880132 -11.140933 21.359482  -0.94
O: 11.241177 -12.328204 21.004874  -0.22
C: 10.017079 -12.043060 20.312862  -0.79
H: 12.360712 -9.172547 25.288900  0.45
H: 12.690307 -9.149617 23.588399  0.34
H: 13.920640 -9.691493 24.566069  0.41
H: 11.387656 -11.178773 24.024335  0.52
H: 12.430428 -11.773889 25.287070  -0.29
H: 15.343827 -12.790757 23.348734  0.38
H: 14.562402 -12.377809 24.919322  0.26
H: 15.139027 -11.181379 23.674357  0.43
H: 11.538345 -13.307181 23.200200  0.59
H: 12.813063 -13.897501 24.234188  -0.10
H: 13.139559 -15.345867 22.340102  0.40
H: 14.318346 -13.981530 22.112807  0.21
H: 12.810391 -14.192480 21.213576  0.44
H: 13.891331 -11.942334 21.408635  0.53
H: 13.715587 -10.353244 22.165124  0.65
H: 12.056133 -10.474136 20.509069  0.58
H: 11.236235 -10.600544 22.067198  0.44
H: 10.218762 -11.392133 19.462286  0.33
H: 9.294688 -11.607755 21.007354  0.31
H: 9.611498 -12.992076 19.971913  0.26

Cartesian forces (eV/Å) of the 6 atoms listed first:
-2.531 1.217 -2.003
-0.427 -0.116 0.710
-0.126 -0.459 0.046
1.264 -0.418 0.341
0.893 0.151 0.946
0.052 -0.633 0.040

> The highest total charge belongs to which entry?

C48H120AsF6N6O6

> total charge of number 2 (C23H27CoN3O6S3)?

+1